Formula: C6H10O
Source: the Open Molecules 2025 dataset
Level of theory: wB97M-V/def2-TZVPD

Calculated values
Max |F| ... 2.1 eV Å⁻¹
Relative energy (zero: lowest compared OMol25 entry of this formula, charge and spin) ... 1.244 eV
E_HOMO ... -9.4 eV
Orbital gap ... 10.47 eV

CARTESIAN COORDINATES (ANGSTROEM)
C1 2.0343 0.4036 0.1935
C2 0.5726 0.1012 0.1306
C3 -0.0441 -1.2104 0.5661
C4 -0.8545 -0.9635 -0.7262
C5 -1.6681 0.2899 -0.3430
C6 -0.5209 1.1507 0.2434
O1 0.2653 -0.4370 -1.4027
H1 2.2417 1.4706 0.0753
H2 2.3687 -0.1363 -0.6911
H3 2.5694 0.0094 1.0639
H4 -0.6610 -1.2449 1.4665
H5 0.6958 -2.0161 0.5325
H6 -1.4135 -1.7814 -1.1849
H7 -2.4237 0.0287 0.4001
H8 -2.1428 0.7698 -1.2000
H9 -0.2301 2.0039 -0.3739
H10 -0.7408 1.5266 1.2540

Force components x, y, z for each atom (eV/Å):
0.0845 -0.0261 -0.1944
0.1926 -0.1134 -1.4757
-0.4534 -0.3050 -0.2213
-0.6886 -0.4769 0.7337
-0.3269 -0.0231 0.0134
0.0306 -0.0274 -0.2120
0.6793 0.9570 1.7284
0.0091 -0.1506 0.0341
0.6649 0.1557 0.0933
-0.3267 0.0919 -0.0250
0.3761 0.1445 0.2359
-0.3852 -0.0127 -0.1937
0.1914 0.1430 -0.3090
-0.1062 0.1896 -0.0340
-0.0007 -0.1836 0.0248
-0.2697 -0.0360 -0.0188
0.3286 -0.3267 -0.1799

***

Formula: C6H10O
Source: the Open Molecules 2025 dataset
Level of theory: wB97M-V/def2-TZVPD

Calculated values
Max |F| ... 0.5 eV Å⁻¹
Relative energy (zero: lowest compared OMol25 entry of this formula, charge and spin) ... 1.809 eV
E_HOMO ... -10.1 eV
SMILES ... C#C[C@](C)(O)CC
Orbital gap ... 11.03 eV

CARTESIAN COORDINATES (ANGSTROEM)
C1 -0.7295 2.1511 0.7991
C2 -0.7544 0.9744 0.5339
C3 -0.5593 -0.4379 0.1251
C4 -1.5977 -0.8646 -0.9215
O1 -0.7083 -1.3531 1.2211
C5 0.8945 -0.5377 -0.4387
C6 1.9023 0.5107 0.1127
H1 -0.6059 3.1954 1.0046
H2 -2.6059 -0.8485 -0.4954
H3 -1.5773 -0.2108 -1.7993
H4 -1.3812 -1.8946 -1.2250
H5 -0.8343 -0.8656 2.0422
H6 1.2115 -1.5563 -0.1970
H7 0.8403 -0.4853 -1.5341
H8 2.8649 0.0645 0.3806
H9 1.5119 0.9957 1.0114
H10 2.0995 1.3035 -0.6225

Force components x, y, z for each atom (eV/Å):
-0.0561 -0.4744 -0.1449
-0.2809 0.4543 0.1060
-0.0025 0.3563 -0.2294
0.0200 0.0039 -0.0175
0.0856 0.2956 0.1745
0.0948 0.0139 0.0412
0.0314 -0.2643 -0.1177
-0.2329 -0.2932 0.0132
0.2162 0.0597 0.0097
0.0671 -0.1148 0.1408
0.0209 0.1670 0.0000
0.0455 0.0188 -0.1069
0.0260 0.1218 -0.0036
0.0370 0.1083 0.2456
-0.1514 -0.0692 -0.1761
0.2083 -0.1691 -0.1528
-0.1289 -0.2146 0.2179

***

Formula: C6H10O
Source: the Open Molecules 2025 dataset
Level of theory: wB97M-V/def2-TZVPD

Calculated values
Max |F| ... 0.4 eV Å⁻¹
Relative energy (zero: lowest compared OMol25 entry of this formula, charge and spin) ... 1.435 eV
E_HOMO ... -9.5 eV
SMILES ... C[C@@H]1[C@@H]2C[C@@H](O)[C@H]12
Orbital gap ... 10.59 eV

CARTESIAN COORDINATES (ANGSTROEM)
C1 1.0685 1.7459 0.4299
C2 0.6834 0.3816 0.9566
C3 0.6492 -0.9135 0.2092
C4 0.1493 -0.7162 -1.2252
C5 -1.2186 -0.2608 -0.6537
O1 -2.2252 -1.2466 -0.7735
C6 -0.6392 -0.2930 0.7609
H1 0.7770 2.5066 1.1623
H2 0.5737 1.9943 -0.5137
H3 2.1513 1.8246 0.2816
H4 1.0313 0.2175 1.9773
H5 1.1754 -1.7922 0.5690
H6 0.0454 -1.6319 -1.8122
H7 0.7066 0.0219 -1.8129
H8 -1.6540 0.6620 -1.0515
H9 -2.0189 -1.9255 -0.1155
H10 -1.2551 -0.5746 1.6115

Force components x, y, z for each atom (eV/Å):
-0.0354 0.0153 -0.0753
0.0260 0.0544 0.0874
0.2824 -0.2098 0.0104
0.0250 0.0044 -0.1131
0.1310 0.3663 -0.0059
-0.0121 -0.1765 0.0881
-0.3116 0.0292 0.1905
0.0298 -0.0669 -0.1431
0.0693 -0.0824 0.0924
-0.1488 -0.0306 0.0000
-0.0447 0.0517 -0.1286
-0.0250 0.1574 -0.0334
-0.0165 0.1034 0.1372
-0.0794 -0.1128 0.0727
0.1125 -0.0482 0.1348
-0.1194 0.0133 -0.2360
0.1167 -0.0683 -0.0779

***

Formula: C6H10O
Source: the Open Molecules 2025 dataset
Level of theory: wB97M-V/def2-TZVPD

Calculated values
Max |F| ... 1.6 eV Å⁻¹
Relative energy (zero: lowest compared OMol25 entry of this formula, charge and spin) ... 5.003 eV
E_HOMO ... -8.4 eV
Orbital gap ... 8.31 eV

CARTESIAN COORDINATES (ANGSTROEM)
C1 -2.1112 -0.5385 -0.4503
O1 -0.7438 -0.9152 -0.5176
C2 0.1351 -0.0421 0.1608
C3 1.5825 -0.2585 -0.3127
C4 -0.0022 -0.0765 1.6697
C5 0.0891 1.4103 -0.3961
C6 1.3318 1.0992 -1.1133
H1 -2.2606 0.4982 -0.7774
H2 -2.6517 -1.2154 -1.1168
H3 -2.5184 -0.6447 0.5648
H4 1.7250 -1.1827 -0.8969
H5 2.3569 -0.1813 0.4408
H6 1.1163 0.4278 -1.9354
H7 0.7753 0.5417 2.1320
H8 0.1226 -1.1098 2.0122
H9 -0.9726 0.3095 1.9870
H10 2.0261 1.8782 -1.4507

Force components x, y, z for each atom (eV/Å):
-0.2667 0.0507 0.0185
0.1460 -0.0486 -0.0155
0.0443 -0.0703 0.3225
0.1834 0.0226 0.3364
-0.1126 0.0240 0.1467
0.4386 -0.3399 -0.2496
0.3628 -0.2674 -0.0005
0.0293 -0.1821 0.0478
0.1014 0.1050 0.1151
0.1045 -0.0093 -0.1601
0.1040 0.5370 0.0453
-0.1105 -0.1246 0.3610
-0.9478 0.6413 -1.1592
-0.1532 -0.0658 -0.0391
-0.0188 0.1455 -0.0010
0.0640 -0.0416 0.0089
0.0314 -0.3766 0.2228

***

Formula: C6H10O
Source: the Open Molecules 2025 dataset
Level of theory: wB97M-V/def2-TZVPD

Calculated values
Max |F| ... 2.4 eV Å⁻¹
Relative energy (zero: lowest compared OMol25 entry of this formula, charge and spin) ... 3.595 eV
E_HOMO ... -8.4 eV
SMILES ... C=CC(=C)C=C.O
Orbital gap ... 8.31 eV

CARTESIAN COORDINATES (ANGSTROEM)
C1 1.3205 -1.8617 -0.9720
C2 0.6892 -0.7053 -0.6904
C3 -0.4646 -0.7382 0.2603
C4 -0.3502 -1.3461 1.4581
C5 -1.6108 0.1874 -0.0333
C6 -2.7556 0.0557 0.6627
H1 2.1092 -1.9697 -1.6939
H2 1.1595 -2.7174 -0.2997
H3 0.9802 0.3243 -1.0433
H4 -1.3090 -1.5676 1.9718
H5 0.4627 -2.0043 1.7116
H6 -1.5551 0.5799 -1.0940
H7 -3.4783 0.8452 0.8383
H8 -3.2049 -0.9311 0.8335
O1 2.4338 3.3603 -0.6301
H9 1.7782 2.7817 -0.2308
H10 2.4917 4.1886 -0.1547

Force components x, y, z for each atom (eV/Å):
-0.0275 0.8936 0.8514
0.1987 -0.1664 0.1523
0.5771 0.6782 0.4745
-1.7939 -1.1538 -0.8388
0.4516 -1.9424 -1.2667
-1.2167 0.1278 -0.7981
0.2963 0.2329 -0.1013
-0.4435 0.1717 -0.8151
-0.3807 -1.4139 -0.3434
0.8475 0.7760 0.3322
0.4051 0.1680 0.0036
0.1865 1.3489 1.8898
-0.1546 0.1537 -1.0120
1.0673 0.1331 1.4527
0.2799 -0.3553 -0.5892
0.0062 0.3924 0.2800
-0.2992 -0.0444 0.3280

***

Formula: C6H10O
Source: the Open Molecules 2025 dataset
Level of theory: wB97M-V/def2-TZVPD

Calculated values
Max |F| ... 0.4 eV Å⁻¹
Relative energy (zero: lowest compared OMol25 entry of this formula, charge and spin) ... 1.668 eV
E_HOMO ... -9.6 eV
SMILES ... C=CC=O.C=CC
Orbital gap ... 9.70 eV

CARTESIAN COORDINATES (ANGSTROEM)
C1 0.8686 1.1193 0.8696
C2 1.8378 0.3418 0.3864
C3 2.0177 -1.0316 0.9039
O1 1.2164 -1.5883 1.6230
H1 0.6564 2.1116 0.4894
H2 0.2307 0.7462 1.6615
H3 2.4575 0.6450 -0.4517
H4 2.9314 -1.5673 0.5779
C4 -2.3044 0.5569 0.0891
C5 -1.3360 0.4719 -0.8171
C6 -0.6410 -0.8167 -1.1450
H5 -2.9236 1.4383 0.2268
H6 -2.5139 -0.2819 0.7460
H7 -1.1045 1.3373 -1.4401
H8 0.4345 -0.7100 -1.3313
H9 -1.0752 -1.2345 -2.0592
H10 -0.7525 -1.5379 -0.3291

Force components x, y, z for each atom (eV/Å):
0.2676 -0.0722 0.0586
-0.2539 0.2585 0.0090
-0.2329 -0.2529 0.1941
0.3112 0.1491 -0.1430
0.1441 -0.0702 0.0310
0.0918 0.0550 0.0428
0.1037 0.0686 0.1673
-0.0428 0.0779 0.0238
0.0724 0.0292 0.0810
-0.3239 -0.0996 -0.2465
0.1707 -0.1567 -0.0269
0.2639 0.0307 -0.0070
-0.0846 -0.0393 -0.1209
-0.0930 -0.1440 0.0332
-0.3125 0.1408 -0.0286
-0.0116 -0.0364 0.0993
-0.0699 0.0614 -0.1671

***

Formula: C6H10O
Source: the Open Molecules 2025 dataset
Level of theory: wB97M-V/def2-TZVPD

Calculated values
Max |F| ... 0.4 eV Å⁻¹
Relative energy (zero: lowest compared OMol25 entry of this formula, charge and spin) ... 5.017 eV
E_HOMO (spin up / spin down) ... -7.4 / -7.4 eV
Orbital gap (spin up / spin down) ... 7.92 / 7.92 eV

CARTESIAN COORDINATES (ANGSTROEM)
C1 2.2177 1.4322 -0.2586
C2 0.8576 0.8904 -0.0027
O1 0.3130 0.9469 1.2069
C3 -0.3336 -0.3197 1.0305
C4 -1.8188 -0.0605 0.7470
C5 -1.4352 0.0018 -0.7326
C6 0.1164 -0.2109 -0.5281
H1 2.2641 2.4969 -0.0056
H2 2.9699 0.9138 0.3516
H3 2.4784 1.3075 -1.3127
H4 -0.0633 -3.6119 0.4156
H5 -0.0044 -2.9065 0.6510
H6 -2.2060 0.8706 1.1682
H7 -2.4699 -0.8946 1.0191
H8 -1.8169 -0.8500 -1.2977
H9 -1.6730 0.9231 -1.2672
H10 0.6039 -0.9291 -1.1847

Force components x, y, z for each atom (eV/Å):
-0.0265 0.0204 -0.0598
0.0936 -0.0375 -0.0175
0.0759 0.1389 -0.0672
-0.1829 -0.0952 0.2404
-0.1063 -0.0305 0.0647
-0.1613 0.0529 -0.1619
0.2502 -0.0354 -0.2442
-0.0219 -0.1441 -0.0130
-0.1162 0.0239 -0.0630
-0.0455 0.0373 0.1451
-0.0019 0.0098 -0.0078
-0.0039 -0.0605 0.0113
0.0882 -0.1224 -0.0301
0.0928 0.1486 -0.0534
0.0863 0.1180 0.0860
0.0440 -0.1633 0.0825
-0.0647 0.1394 0.0879

***

Formula: C6H10O
Source: the Open Molecules 2025 dataset
Level of theory: wB97M-V/def2-TZVPD

Calculated values
Max |F| ... 2.3 eV Å⁻¹
Relative energy (zero: lowest compared OMol25 entry of this formula, charge and spin) ... 2.273 eV
E_HOMO ... -8.8 eV
SMILES ... C=CC/C=C\CO
Orbital gap ... 9.86 eV

CARTESIAN COORDINATES (ANGSTROEM)
C1 -2.2596 0.0062 0.1682
C2 -1.1556 -0.3889 0.8331
C3 -0.1905 -1.3988 0.2786
C4 1.2875 -1.0865 0.1416
C5 1.8477 0.0923 -0.1156
C6 1.1336 1.4161 -0.2582
O1 -0.1549 1.4659 0.2955
H1 -3.0174 0.6153 0.6487
H2 -2.4957 -0.4278 -0.7977
H3 -0.9679 -0.0697 1.8566
H4 -0.5616 -1.7173 -0.7047
H5 -0.2959 -2.2668 0.9394
H6 1.9373 -1.9631 0.1852
H7 2.9317 0.1339 -0.2549
H8 1.7272 2.1801 0.2660
H9 1.1141 1.7003 -1.3165
H10 -0.9897 1.1948 -0.2167

Force components x, y, z for each atom (eV/Å):
-0.5157 -1.1672 0.6425
-0.9145 -0.8211 0.1234
-0.1878 -0.1330 -0.0063
-0.0291 0.1759 -0.0047
-0.2533 -0.0854 0.0375
0.1663 0.2046 -0.2661
-0.1762 1.0429 -0.2329
0.0950 0.0239 -0.0807
0.0300 0.1078 -0.0374
-0.1231 -0.0014 -0.2260
0.0402 -0.0503 0.0973
0.1122 -0.0657 -0.1149
-0.1408 0.2107 0.0293
-0.2831 0.0281 0.0233
-0.0907 -0.1201 -0.1755
0.1208 0.0228 -0.0286
2.1497 0.6276 0.2198

***

Formula: C6H10O
Source: the Open Molecules 2025 dataset
Level of theory: wB97M-V/def2-TZVPD

Calculated values
Max |F| ... 0.5 eV Å⁻¹
Relative energy (zero: lowest compared OMol25 entry of this formula, charge and spin) ... 0.234 eV
E_HOMO ... -9.6 eV
SMILES ... C=CCCC(C)=O
Orbital gap ... 10.53 eV

CARTESIAN COORDINATES (ANGSTROEM)
C1 -0.5751 2.4531 -0.9915
C2 -0.8703 1.1580 -1.0337
C3 0.0957 0.0829 -1.4587
C4 0.7735 -0.5478 -0.2377
C5 -0.2192 -1.1426 0.7492
C6 0.3036 -1.4777 2.1279
O1 -1.3772 -1.3433 0.4472
H1 0.3899 2.8300 -1.3272
H2 -1.2835 3.1844 -0.6114
H3 -1.8377 0.8091 -0.6790
H4 0.8655 0.5059 -2.1153
H5 -0.4289 -0.6976 -2.0208
H6 1.4605 -1.3532 -0.5378
H7 1.3894 0.1995 0.2800
H8 1.1762 -2.1372 2.0625
H9 -0.4864 -1.9605 2.7059
H10 0.6240 -0.5630 2.6404

Force components x, y, z for each atom (eV/Å):
-0.0196 -0.0934 -0.0121
0.0172 0.1594 0.0351
0.0081 0.0166 -0.0578
-0.0020 0.0025 0.0016
-0.2169 -0.0791 -0.0304
-0.0393 -0.0380 0.0537
0.4481 0.0087 0.0986
-0.1149 -0.0594 0.0343
0.0818 -0.1038 -0.1038
0.1219 0.1021 -0.0682
-0.1067 -0.0556 0.1116
0.0423 0.1277 0.0900
-0.1087 0.0940 0.0574
-0.1088 -0.1238 -0.0214
-0.0974 0.1019 -0.0127
0.1320 0.0511 -0.0659
-0.0371 -0.1110 -0.1102

***

Formula: C6H10O
Source: the Open Molecules 2025 dataset
Level of theory: wB97M-V/def2-TZVPD

Calculated values
Max |F| ... 0.4 eV Å⁻¹
Relative energy (zero: lowest compared OMol25 entry of this formula, charge and spin) ... 2.775 eV
E_HOMO ... -8.4 eV
Orbital gap ... 9.14 eV

CARTESIAN COORDINATES (ANGSTROEM)
C1 2.4212 0.0403 0.3557
C2 0.9400 0.0819 0.0413
C3 0.0983 -0.9000 0.3971
C4 -1.3580 -1.0661 0.0343
C5 -1.9843 0.0868 -0.7491
C6 0.6297 1.2976 -0.7585
O1 0.1315 2.2450 0.0012
H1 2.7193 0.8838 0.9915
H2 3.0019 0.1168 -0.5697
H3 2.6870 -0.8897 0.8650
H4 0.5283 -1.7444 0.9430
H5 -1.9369 -1.2570 0.9502
H6 -1.4354 -1.9905 -0.5573
H7 -2.9310 -0.2251 -1.1972
H8 -2.1777 0.9582 -0.1141
H9 -1.3306 0.4109 -1.5644
H10 -0.0034 1.9515 0.9308

Force components x, y, z for each atom (eV/Å):
0.0853 -0.0043 0.0038
-0.0834 -0.1246 -0.0036
0.0695 0.1259 -0.0717
0.0662 0.0462 0.0074
-0.0660 -0.0608 0.0226
-0.0599 -0.0609 0.3928
0.1167 -0.0977 -0.0288
-0.0468 -0.1255 -0.0988
-0.0547 -0.0182 0.1277
-0.0754 0.1242 -0.0628
-0.0489 0.1914 -0.0861
0.1192 -0.0020 -0.1600
-0.0040 0.1464 0.0955
0.0473 0.0421 0.0955
0.0151 -0.1498 -0.1138
-0.0776 -0.0350 0.0212
-0.0027 0.0027 -0.1410

***

Formula: C6H10O
Source: the Open Molecules 2025 dataset
Level of theory: wB97M-V/def2-TZVPD

Calculated values
Max |F| ... 0.8 eV Å⁻¹
Relative energy (zero: lowest compared OMol25 entry of this formula, charge and spin) ... 1.074 eV
E_HOMO ... -9.0 eV
SMILES ... CC1=CCC[C@H]1O
Orbital gap ... 9.88 eV

CARTESIAN COORDINATES (ANGSTROEM)
C1 -1.3356 1.5910 0.4859
C2 -0.1121 0.7639 0.3248
C3 0.7266 0.8012 -0.7174
C4 1.1284 -0.6185 -1.0970
C5 -0.1376 -1.3193 -0.5521
C6 -0.2007 -0.6714 0.8400
O1 0.8287 -1.0619 1.7373
H1 -1.2685 2.5607 -0.0131
H2 -1.6839 1.6886 1.5168
H3 -2.0770 0.9735 -0.0706
H4 0.8226 1.6448 -1.3960
H5 2.0230 -0.9813 -0.5690
H6 1.3146 -0.7527 -2.1655
H7 -1.0330 -0.8893 -1.0551
H8 -0.2047 -2.4044 -0.6269
H9 -1.1377 -0.8722 1.3690
H10 1.6005 -0.4994 1.5892

Force components x, y, z for each atom (eV/Å):
-0.2063 0.0730 -0.0357
-0.0180 -0.0452 -0.3299
-0.0596 0.0861 0.1471
-0.0408 -0.0398 -0.0799
-0.1265 -0.2626 -0.0765
-0.3523 0.0119 -0.2055
0.1746 0.1257 -0.0751
-0.0255 -0.0554 0.1688
0.0676 0.1247 -0.1127
-0.0103 0.5795 0.4243
0.1707 -0.0396 0.2150
-0.1780 0.0299 -0.1916
-0.1376 0.1092 0.0987
0.5753 -0.5287 -0.0826
0.3009 -0.1072 0.2673
0.0687 0.0377 -0.1373
-0.2028 -0.0991 0.0055

***

Formula: C6H10O
Source: the Open Molecules 2025 dataset
Level of theory: wB97M-V/def2-TZVPD

Calculated values
Max |F| ... 0.6 eV Å⁻¹
Relative energy (zero: lowest compared OMol25 entry of this formula, charge and spin) ... 0.812 eV
E_HOMO ... -9.7 eV
SMILES ... C[C@H]1C[C@H]1CC=O
Orbital gap ... 10.70 eV

CARTESIAN COORDINATES (ANGSTROEM)
C1 -2.0340 -0.2786 0.1251
C2 -1.0984 0.8185 -0.3767
C3 -0.0870 1.4083 0.5800
C4 0.3833 0.5426 -0.5495
C5 0.8670 -0.8628 -0.3102
C6 2.3247 -1.0082 0.0436
O1 3.1285 -0.1097 0.0871
H1 -3.0859 0.0136 0.0264
H2 -1.8688 -0.4919 1.1841
H3 -1.9203 -1.2144 -0.4338
H4 -1.6278 1.4333 -1.0964
H5 0.1973 2.4588 0.5690
H6 -0.0915 0.9713 1.5761
H7 0.9363 1.0673 -1.3293
H8 0.6896 -1.4866 -1.2008
H9 0.2910 -1.3410 0.4928
H10 2.6310 -2.0549 0.2685

Force components x, y, z for each atom (eV/Å):
0.0225 -0.0832 0.0820
-0.2389 -0.0891 0.0013
-0.0424 0.0326 0.1607
-0.0249 -0.0903 -0.0955
-0.0450 0.0375 0.0463
0.1587 0.1891 -0.0057
-0.3313 -0.3041 -0.0253
0.2452 0.0942 0.0070
0.0166 -0.0917 -0.0762
0.0160 0.1052 0.0448
0.5352 0.3310 -0.0239
-0.2433 -0.2124 -0.1361
0.0372 0.0546 -0.0930
-0.3397 -0.0976 0.0720
0.0685 0.0056 0.1349
0.1220 -0.0155 -0.0717
0.0438 0.1339 -0.0215